C23H42AlF20N6O4P2S as an isolated structure, computed with wB97M-V/def2-TZVPD.

Positions of all 99 atoms, in Å:
1 O 6.21 -3.54 2.34
2 S 6.88 -2.63 3.37
3 O 7.59 -3.46 4.40
4 Al 8.35 -1.32 2.10
5 C 7.44 -1.15 0.24
6 C 6.05 -0.40 0.51
7 C 5.04 -0.44 -0.74
8 F 4.75 0.93 -1.04
9 F 5.69 -1.05 -1.84
10 C 3.71 -1.25 -0.32
11 F 3.18 -0.67 0.84
12 F 4.18 -2.53 0.07
13 C 2.66 -1.46 -1.51
14 F 2.88 -2.76 -2.02
15 F 2.94 -0.60 -2.60
16 C 1.14 -1.20 -1.13
17 F 0.42 -1.26 -2.35
18 F 0.91 0.12 -0.65
19 C 0.47 -2.29 -0.18
20 F -0.44 -3.10 -0.92
21 F 1.40 -3.21 0.36
22 C -0.34 -1.70 1.07
23 F 0.52 -0.99 1.94
24 F -0.75 -2.83 1.82
25 C -1.67 -0.88 0.71
26 F -2.78 -1.68 1.10
27 F -1.86 -0.60 -0.64
28 C -1.82 0.47 1.59
29 F -1.89 0.13 2.95
30 F -3.05 1.07 1.27
31 F -0.84 1.41 1.30
32 C 5.53 -1.57 4.20
33 F 5.51 -1.69 5.59
34 F 5.80 -0.20 3.94
35 F 4.27 -1.88 3.62
36 H 8.28 0.14 2.74
37 H 9.81 -1.93 2.03
38 H 7.20 -2.23 -0.07
39 H 8.12 -0.64 -0.51
40 H 6.31 0.68 0.78
41 H 5.59 -0.86 1.43
42 O 2.88 6.66 0.72
43 P 1.40 6.75 1.14
44 N 1.02 5.23 0.41
45 C -0.20 4.83 -0.28
46 C 1.64 4.06 1.05
47 N 1.06 8.02 0.02
48 C 0.06 7.96 -1.03
49 C 2.19 8.81 -0.47
50 N -0.26 6.91 1.75
51 C -0.54 8.25 2.31
52 C -0.56 5.98 2.86
53 H -1.06 4.72 0.39
54 H -0.06 3.88 -0.79
55 H -0.48 5.52 -1.07
56 H 1.17 3.83 2.01
57 H 2.70 4.23 1.24
58 H 1.58 3.17 0.42
59 H 0.39 7.35 -1.87
60 H -0.16 8.96 -1.41
61 H -0.90 7.59 -0.66
62 H 2.75 8.28 -1.24
63 H 2.87 9.07 0.35
64 H 1.85 9.77 -0.89
65 H 0.16 8.49 3.12
66 H -1.56 8.31 2.69
67 H -0.47 9.04 1.56
68 H 0.18 6.06 3.66
69 H -0.60 4.94 2.54
70 H -1.55 6.18 3.28
71 O -4.84 -6.94 -3.22
72 P -4.93 -5.47 -2.78
73 N -3.97 -5.74 -1.37
74 C -4.10 -5.13 -0.05
75 C -2.57 -6.09 -1.63
76 N -6.61 -5.59 -2.36
77 C -7.16 -5.31 -1.04
78 C -7.38 -6.68 -2.96
79 N -5.01 -3.74 -2.39
80 C -5.98 -3.01 -3.24
81 C -3.73 -3.03 -2.61
82 H -3.81 -4.08 -0.03
83 H -3.47 -5.65 0.67
84 H -5.10 -5.22 0.36
85 H -1.99 -5.23 -1.97
86 H -2.49 -6.87 -2.39
87 H -2.08 -6.50 -0.74
88 H -6.95 -6.13 -0.34
89 H -8.24 -5.19 -1.09
90 H -6.79 -4.37 -0.63
91 H -7.18 -7.63 -2.46
92 H -7.15 -6.78 -4.02
93 H -8.45 -6.48 -2.90
94 H -5.74 -3.12 -4.30
95 H -5.99 -1.94 -2.99
96 H -7.01 -3.34 -3.10
97 H -3.34 -3.22 -3.62
98 H -2.96 -3.33 -1.90
99 H -3.84 -1.96 -2.48

HOMO (eV): -5.973
Strongest force on any atom (eV/A): 8.768
Relative energy (zero: lowest compared OMol25 entry of this formula, charge and spin) (eV): 9.837
Charge: -1

---

A 9-piece molecular cluster, C23H42BrCl16IO2 overall, computed with wB97M-V/def2-TZVPD.

Positions of all 85 atoms, in Å:
1 C 6.05 -2.11 -3.48
2 C 4.40 -2.33 -3.69
3 C 3.74 -0.83 -3.62
4 Br 4.67 0.43 -4.92
5 C 2.11 -0.79 -3.78
6 O 1.46 -1.29 -5.00
7 C 0.01 -0.95 -4.83
8 O -0.81 -0.77 -5.88
9 C -0.29 -0.82 -3.20
10 C 1.15 -1.43 -2.61
11 I 0.88 -3.59 -3.06
12 H 6.26 -1.13 -2.84
13 H 6.50 -1.92 -4.55
14 H 6.55 -2.99 -2.89
15 H 4.15 -2.75 -4.78
16 H 3.97 -3.10 -2.90
17 H 3.98 -0.38 -2.54
18 H 1.80 0.36 -3.77
19 H -1.29 -1.26 -2.78
20 H -0.26 0.34 -2.93
21 H 1.40 -1.21 -1.49
22 Cl 3.31 -3.93 -8.31
23 C 2.16 -2.61 -8.01
24 C 0.77 -2.93 -8.54
25 Cl 0.72 -2.97 -10.32
26 H 2.56 -1.70 -8.46
27 H 2.12 -2.47 -6.93
28 H 0.06 -2.16 -8.22
29 H 0.41 -3.90 -8.17
30 Cl 2.98 -6.15 -0.69
31 C 1.87 -7.08 0.34
32 C 0.55 -7.37 -0.35
33 Cl -0.42 -5.89 -0.58
34 H 1.73 -6.53 1.27
35 H 2.37 -8.03 0.58
36 H -0.06 -8.05 0.25
37 H 0.69 -7.83 -1.34
38 Cl -1.39 4.87 -6.23
39 C -0.33 3.58 -6.84
40 C -0.23 2.41 -5.88
41 Cl 0.65 2.84 -4.39
42 H 0.66 4.02 -7.04
43 H -0.75 3.25 -7.80
44 H 0.32 1.59 -6.35
45 H -1.22 2.04 -5.60
46 Cl 2.91 -0.24 1.78
47 C 1.75 1.08 2.09
48 C 0.36 0.77 1.56
49 Cl 0.31 0.73 -0.22
50 H 2.15 2.00 1.64
51 H 1.71 1.23 3.17
52 H -0.34 1.54 1.88
53 H 0.00 -0.20 1.92
54 Cl -2.67 -0.57 -0.17
55 C -4.19 0.36 -0.22
56 C -3.98 1.83 0.10
57 Cl -3.52 2.09 1.80
58 H -4.89 -0.11 0.48
59 H -4.59 0.25 -1.23
60 H -4.90 2.38 -0.07
61 H -3.20 2.27 -0.53
62 Cl 2.10 5.65 4.61
63 C 1.42 4.75 5.99
64 C 1.60 3.25 5.84
65 Cl 0.60 2.58 4.53
66 H 0.37 5.03 6.09
67 H 1.95 5.10 6.88
68 H 1.29 2.75 6.76
69 H 2.64 2.99 5.64
70 Cl -2.62 2.61 10.26
71 C -2.22 2.41 8.53
72 C -0.87 1.75 8.33
73 Cl 0.47 2.81 8.82
74 H -2.27 3.39 8.06
75 H -3.01 1.78 8.10
76 H -0.72 1.52 7.27
77 H -0.78 0.81 8.89
78 Cl -5.76 4.08 8.97
79 C -6.96 3.05 8.14
80 C -6.48 1.61 8.03
81 Cl -5.11 1.44 6.90
82 H -7.16 3.48 7.16
83 H -7.88 3.09 8.74
84 H -7.29 0.98 7.64
85 H -6.18 1.20 9.00

HOMO (eV): -9.238
Strongest force on any atom (eV/A): 8.919
Relative energy (zero: lowest compared OMol25 entry of this formula, charge and spin) (eV): 4.821
SMILES: CC[C@@H](Br)[C@H]1OC(=O)C[C@H]1I.ClCCCl.ClCCCl.ClCCCl.ClCCCl.ClCCCl.ClCCCl.ClCCCl.ClCCCl

---

C23H42Cl3GdN4O3SSi as an isolated structure, computed with wB97M-V/def2-TZVPD.

Positions of all 78 atoms, in Å:
1 C 2.48 -2.60 -1.91
2 C 2.04 -1.61 -2.92
3 H 1.91 -3.55 -1.97
4 H 2.45 -2.25 -0.86
5 H 3.52 -2.88 -2.12
6 C 1.99 -1.94 -4.23
7 C 2.23 -3.30 -4.76
8 H 1.95 -1.15 -4.99
9 H 1.68 -4.07 -4.19
10 H 3.30 -3.57 -4.75
11 H 1.88 -3.34 -5.80
12 Gd 1.67 0.35 0.79
13 Cl 2.84 -0.07 2.96
14 Cl 3.54 1.94 -0.39
15 C 0.41 3.23 1.22
16 O 0.14 2.00 1.08
17 N -0.51 4.18 1.09
18 C -1.93 3.86 1.07
19 C -0.09 5.58 0.94
20 H 1.43 3.56 1.40
21 H -2.23 3.34 1.99
22 H -2.19 3.25 0.19
23 H -2.47 4.80 1.00
24 H 0.68 5.81 1.68
25 H -0.97 6.19 1.06
26 H 0.32 5.75 -0.07
27 H -0.67 -4.47 3.96
28 H -0.21 -3.95 0.23
29 C -1.45 -4.05 3.29
30 C -1.13 -3.96 0.82
31 N -0.87 -3.37 2.14
32 H -2.05 -3.35 3.89
33 C -0.13 -2.26 2.25
34 O 0.33 -1.61 1.26
35 H -1.90 -3.38 0.29
36 H 0.05 -1.92 3.28
37 H -2.08 -4.87 2.88
38 H -1.49 -4.99 0.97
39 O 1.38 -0.21 -1.14
40 C 1.80 -0.22 -2.45
41 C 0.18 0.25 -4.55
42 C 1.11 0.66 -3.56
43 H -0.24 -0.75 -4.58
44 C -0.11 1.04 -5.67
45 H 2.79 0.28 -2.34
46 C 1.73 1.90 -3.78
47 H -0.86 0.70 -6.41
48 C 0.50 2.28 -5.86
49 C 1.49 2.64 -4.92
50 H 2.49 2.20 -3.04
51 H 0.23 2.94 -6.68
52 H 2.05 3.56 -5.10
53 Si -1.89 0.11 -2.16
54 Cl -1.31 -1.77 -2.79
55 C -3.01 0.48 -3.53
56 C -0.99 1.84 -1.97
57 C -2.22 -0.29 -0.35
58 H -2.77 1.50 -3.85
59 H -3.94 0.33 -3.00
60 H -2.91 -0.23 -4.37
61 H -3.25 -0.72 -0.39
62 H -2.11 0.64 0.19
63 H -1.48 -1.00 0.14
64 H -0.54 2.20 -2.91
65 H -0.24 1.92 -1.16
66 H -1.86 2.47 -1.72
67 S -1.36 -0.08 4.40
68 C -0.61 -0.24 5.90
69 N 0.73 -0.20 6.19
70 C 1.04 -0.52 7.58
71 C -0.35 -0.79 8.19
72 N -1.23 -0.55 7.06
73 H 1.43 -0.04 5.46
74 H 1.53 0.32 8.09
75 H 1.67 -1.41 7.65
76 H -0.58 -0.10 9.01
77 H -0.45 -1.82 8.54
78 H -2.25 -0.66 7.09

HOMO (spin up / spin down) (eV): -7.505 / -7.520
Strongest force on any atom (eV/A): 3.095
Relative energy (zero: lowest compared OMol25 entry of this formula, charge and spin) (eV): 3.634
2S+1: 8

---

C23H42Cl3IrN2O4Si as an isolated structure, computed with wB97M-V/def2-TZVPD.

Positions of all 76 atoms, in Å:
1 C -2.08 -2.56 -4.95
2 C -1.15 -2.80 -3.83
3 H -1.70 -3.17 -5.79
4 H -2.23 -1.49 -5.17
5 H -3.04 -3.01 -4.61
6 C -0.53 -4.01 -3.67
7 C -0.39 -5.09 -4.66
8 H -0.50 -4.41 -2.66
9 H 0.16 -5.04 -5.62
10 H -1.39 -5.43 -4.88
11 H 0.08 -5.94 -4.16
12 Ir -1.03 2.56 -0.13
13 Cl -3.32 2.78 0.29
14 Cl 1.21 3.16 -0.77
15 H 1.37 5.36 3.40
16 H -1.01 6.55 2.77
17 C 1.40 5.13 2.31
18 C -0.71 6.25 1.75
19 N 0.03 5.01 1.77
20 H 2.04 4.23 2.13
21 C -0.68 3.88 1.89
22 O -0.17 2.73 1.83
23 H -1.61 6.07 1.14
24 H -1.76 3.92 2.15
25 H 1.87 5.99 1.80
26 H -0.11 7.04 1.29
27 H 1.92 -0.53 -3.64
28 H 2.86 -3.19 -2.12
29 C 2.86 -0.47 -3.07
30 C 3.39 -2.37 -1.60
31 N 2.70 -1.10 -1.76
32 H 3.14 0.57 -2.93
33 C 2.79 -0.29 -0.62
34 O 3.55 0.64 -0.48
35 H 3.45 -2.63 -0.54
36 H 2.14 -0.66 0.17
37 H 3.65 -0.99 -3.61
38 H 4.40 -2.29 -2.03
39 O -0.41 -1.19 -3.56
40 C -1.25 -1.85 -2.62
41 C 0.27 -2.92 -0.80
42 C -0.94 -2.39 -1.22
43 H 1.14 -2.73 -1.43
44 C 0.44 -3.66 0.37
45 H -2.21 -1.37 -2.55
46 C -2.03 -2.53 -0.33
47 H 1.41 -4.08 0.69
48 C -0.69 -3.87 1.22
49 C -1.92 -3.26 0.88
50 H -3.02 -2.14 -0.55
51 H -0.60 -4.49 2.14
52 H -2.80 -3.38 1.57
53 Si -0.29 0.91 -4.28
54 Cl -1.41 0.68 0.60
55 C 1.33 2.07 -4.03
56 C -1.23 2.99 -2.04
57 C -1.30 2.31 -5.39
58 H 1.88 1.94 -3.09
59 H 1.20 3.17 -4.10
60 H 1.93 1.71 -4.87
61 H -0.96 2.00 -6.40
62 H -1.08 3.39 -5.27
63 H -2.40 2.22 -5.39
64 H -1.67 3.71 -1.35
65 H -2.00 2.46 -2.69
66 H -0.51 3.60 -2.63
67 C 0.82 -1.42 3.69
68 C -0.11 -0.75 2.70
69 C -1.44 -0.15 3.19
70 O 0.41 -0.76 1.60
71 H 0.69 -1.30 4.76
72 H 1.81 -1.03 3.38
73 H 0.85 -2.47 3.39
74 H -1.27 0.76 3.76
75 H -2.16 0.17 2.39
76 H -2.04 -0.79 3.80

HOMO (spin up / spin down) (eV): -6.672 / -6.811
Strongest force on any atom (eV/A): 4.552
Relative energy (zero: lowest compared OMol25 entry of this formula, charge and spin) (eV): 10.881
2S+1: 5

---

A 2-piece molecular cluster, C23H42IN5O3PS overall, computed with wB97M-V/def2-TZVPD.

Positions of all 76 atoms, in Å:
1 C 1.74 -1.32 4.13
2 C 2.75 -1.93 2.95
3 C 3.53 -0.63 2.31
4 N 3.58 -0.62 0.79
5 C 2.92 0.37 0.10
6 N 2.84 0.65 -1.41
7 C 2.59 2.15 -1.69
8 N 3.74 2.44 -2.67
9 C 3.55 1.62 -3.78
10 C 4.65 0.46 -4.25
11 C 2.17 1.69 -4.73
12 C 2.71 2.69 -0.15
13 C 2.36 4.25 0.22
14 I 3.05 4.53 2.32
15 C 0.81 4.71 -0.02
16 C -0.01 4.97 1.41
17 N 2.09 1.56 0.63
18 C 0.67 1.15 0.30
19 C -0.32 1.07 1.64
20 C -1.90 1.44 1.28
21 C -2.99 0.37 1.89
22 N -3.05 -0.95 1.12
23 C -2.22 -1.34 -0.09
24 C -2.65 -2.89 -0.50
25 C -3.83 -3.43 0.51
26 C -4.00 -2.10 1.47
27 P 4.47 -1.84 -0.18
28 O 5.23 -3.06 0.80
29 O 3.50 -2.52 -1.48
30 S 5.93 -0.87 -1.08
31 H 1.12 -0.46 3.60
32 H 2.43 -0.83 4.96
33 H 1.09 -2.21 4.51
34 H 2.16 -2.43 2.06
35 H 3.57 -2.62 3.43
36 H 3.05 0.35 2.77
37 H 4.67 -0.60 2.67
38 H 2.17 0.04 -1.93
39 H 1.51 2.43 -2.11
40 H 5.71 0.74 -3.83
41 H 4.23 -0.58 -3.83
42 H 4.67 0.31 -5.44
43 H 1.40 0.94 -4.23
44 H 1.72 2.77 -4.71
45 H 2.37 1.31 -5.83
46 H 3.87 2.56 0.07
47 H 3.08 4.94 -0.43
48 H 0.86 5.78 -0.53
49 H 0.22 4.03 -0.77
50 H -1.13 5.18 1.11
51 H 0.38 5.98 1.90
52 H 0.02 4.05 2.13
53 H 0.58 0.07 -0.19
54 H 0.11 1.87 -0.44
55 H -0.30 -0.08 1.97
56 H 0.12 1.69 2.53
57 H -2.08 1.61 0.12
58 H -2.13 2.48 1.83
59 H -4.08 0.84 2.06
60 H -2.60 0.08 2.98
61 H -1.44 -0.65 -0.62
62 H -2.21 -3.54 -1.37
63 H -4.38 -4.48 0.54
64 H -4.81 -2.18 2.31
65 H 4.58 -3.54 1.39
66 H 2.71 -3.02 -1.12
67 C -7.28 -2.48 -1.54
68 C -7.62 -3.35 -0.37
69 O -7.44 -2.97 0.79
70 C -8.20 -4.71 -0.65
71 H -6.88 -1.53 -1.19
72 H -6.53 -2.97 -2.16
73 H -8.18 -2.28 -2.13
74 H -7.48 -5.30 -1.23
75 H -9.14 -4.61 -1.20
76 H -8.39 -5.23 0.29

HOMO (eV): -9.842
Strongest force on any atom (eV/A): 7.253
Charge: +1

---

C23H42IrN3O5S3Si as an isolated structure, computed with wB97M-V/def2-TZVPD.

Positions of all 78 atoms, in Å:
1 Ir -0.71 -0.24 -1.29
2 C -0.18 2.76 -2.11
3 C 0.35 2.87 -0.68
4 C -0.54 3.77 0.16
5 C 1.78 3.39 -0.71
6 O 0.31 1.52 -0.08
7 Si 1.10 0.81 1.20
8 S 0.37 -1.21 0.68
9 O 2.66 0.96 1.08
10 C 3.87 1.10 1.89
11 C 4.19 2.59 1.95
12 C 4.95 0.32 1.15
13 C 3.64 0.54 3.28
14 O 0.47 1.28 2.60
15 C -0.47 0.89 3.62
16 C -1.84 0.61 3.00
17 C -0.56 2.08 4.57
18 C 0.06 -0.35 4.34
19 H -0.35 3.75 -2.53
20 H -1.14 2.22 -2.13
21 H 0.54 2.23 -2.75
22 H -0.50 4.79 -0.21
23 H -0.21 3.77 1.20
24 H -1.58 3.43 0.13
25 H 1.83 4.31 -1.28
26 H 2.44 2.65 -1.17
27 H 2.13 3.59 0.30
28 H 4.37 2.99 0.95
29 H 5.08 2.76 2.56
30 H 3.36 3.12 2.41
31 H 5.08 0.71 0.14
32 H 4.66 -0.73 1.08
33 H 5.89 0.39 1.69
34 H 2.90 1.13 3.81
35 H 4.58 0.58 3.84
36 H 3.31 -0.50 3.23
37 H -2.21 1.51 2.51
38 H -2.54 0.29 3.77
39 H -1.74 -0.20 2.27
40 H -1.00 2.94 4.06
41 H 0.44 2.35 4.91
42 H -1.16 1.83 5.44
43 H 0.18 -1.17 3.62
44 H -0.64 -0.67 5.11
45 H 1.02 -0.14 4.80
46 N -5.55 -1.56 -0.58
47 C -4.58 -2.18 0.37
48 C -3.17 -1.90 -0.13
49 N -2.90 -0.46 -0.31
50 C -3.93 0.20 -1.13
51 C -5.34 -0.07 -0.63
52 H -6.52 -1.78 -0.33
53 H -5.38 -1.95 -1.52
54 H -4.76 -3.25 0.42
55 H -4.75 -1.75 1.36
56 H -3.02 -2.40 -1.09
57 H -2.44 -2.31 0.56
58 H -2.86 -0.03 0.61
59 H -3.82 -0.15 -2.16
60 H -3.75 1.28 -1.12
61 H -6.08 0.38 -1.30
62 H -5.49 0.31 0.37
63 O 2.20 -2.49 -1.22
64 S 2.12 -1.91 -2.54
65 O 3.09 -0.93 -2.91
66 N 0.55 -1.27 -2.70
67 C -0.21 -2.05 -3.43
68 S -1.87 -1.74 -3.34
69 C 0.49 -3.12 -4.14
70 C 0.00 -4.01 -5.08
71 C 0.88 -4.93 -5.64
72 C 2.22 -4.96 -5.26
73 C 2.72 -4.07 -4.31
74 C 1.84 -3.16 -3.77
75 H -1.04 -3.96 -5.38
76 H 0.52 -5.63 -6.38
77 H 2.88 -5.69 -5.70
78 H 3.76 -4.10 -4.01

HOMO (spin up / spin down) (eV): -13.272 / -14.243
Strongest force on any atom (eV/A): 0.974
2S+1: 5
Charge: +2